1.
The following is a DFT calculation (wB97M-V/def2-TZVPD) of a structure of composition C29H63ClINNbO7S.

Results
- Charge: -1
- Highest occupied orbital energy: -4.69 eV
- Kohn-Sham gap: 6.638 eV

Last column: Löwdin charge in e.
Atoms and positions in Å:
C1 -2.058 6.680 0.504  -0.061
C2 -2.613 -6.052 -1.360  -0.255
C3 2.194 -1.455 -3.284  -0.308
H1 -4.138 -8.382 2.708  0.081
H2 2.726 -0.558 -3.792  0.093
H3 -2.745 6.650 1.355  0.080
H4 3.301 -4.290 1.470  0.008
H5 -3.663 -6.432 -1.077  0.096
H6 -2.676 -4.909 -1.432  0.085
S1 -2.179 -6.713 -3.046  0.459
Cl1 -0.100 -6.983 -3.127  0.369
H7 -7.189 -6.200 2.265  0.081
C4 3.376 -2.097 1.083  -0.869
Nb1 2.298 -4.013 -1.190  1.424
H8 3.953 -1.691 -1.819  0.029
O1 -2.929 -7.989 -3.366  -0.416
H9 3.394 9.187 5.282  0.076
H10 1.829 -2.123 -4.157  0.096
H11 3.836 3.750 -4.411  0.088
C5 3.246 -2.339 -2.445  -0.417
H12 3.912 -2.887 -3.222  0.035
C6 1.401 6.525 4.310  -0.053
H13 -1.019 -7.460 -0.429  0.093
H14 -5.830 -8.416 2.237  0.081
C7 1.121 -5.698 -0.114  -0.427
H15 -0.738 4.541 1.035  0.072
H16 -2.516 2.869 -0.084  0.109
N1 0.108 0.103 -3.104  -0.109
H17 0.182 1.348 -1.341  0.124
O2 2.187 8.414 3.042  -0.064
C8 3.069 8.143 5.265  -0.071
C9 -3.350 0.254 0.930  -0.015
C10 -5.073 -6.432 2.676  -0.495
C11 0.881 -1.014 -2.477  -0.299
C12 -5.115 -7.934 2.912  -0.065
H18 1.386 -5.734 1.006  0.027
O3 -1.826 2.278 0.316  -0.070
H19 3.366 6.039 -5.047  0.079
H20 2.190 5.880 3.910  0.089
H21 -3.798 0.782 1.851  0.090
H22 -4.321 -5.979 3.328  0.142
C13 -1.494 -6.443 -0.233  -0.237
H23 2.219 6.909 -4.006  0.077
H24 -2.184 7.635 -0.014  0.079
H25 -1.944 -1.827 -2.420  0.093
C14 -3.343 -1.934 -0.588  -0.062
H26 -1.071 1.878 -2.591  0.124
H27 1.094 -2.857 -0.402  -0.096
H28 1.157 -0.703 -1.392  0.103
C15 3.660 -3.637 0.604  -0.456
H29 2.909 7.861 2.716  0.088
C16 -0.448 -5.218 -0.157  -0.357
I1 1.694 -1.953 2.496  0.648
H30 -6.386 -4.716 2.755  0.077
H31 5.007 -2.144 2.608  0.074
H32 0.293 7.462 -0.741  0.081
H33 1.803 4.788 -2.725  0.127
H34 -2.069 -6.448 0.766  0.097
C17 1.859 7.974 4.360  -0.502
C18 -0.599 0.945 -2.100  -0.217
H35 0.539 6.417 3.648  0.057
H36 5.461 -1.153 1.028  0.074
C19 2.477 5.930 -4.418  -0.067
H37 1.665 5.601 -5.072  0.080
H38 -0.551 -4.590 -1.126  0.022
C20 -2.279 -1.228 -1.512  0.000
H39 3.916 7.554 4.897  0.081
H40 2.844 7.829 6.287  0.078
C21 0.346 6.512 -0.202  -0.060
H41 -5.340 -6.571 0.746  0.088
H42 4.764 -3.798 0.322  0.039
H43 4.023 4.602 -1.616  0.083
O4 -0.507 5.247 1.656  -0.058
C22 4.649 -1.415 1.793  -0.227
H44 3.082 -1.419 0.198  0.024
H45 4.792 5.436 -2.958  0.079
C23 -6.428 -5.793 2.939  -0.066
H46 -2.359 5.873 -0.174  0.076
H47 3.637 6.308 -1.926  0.074
O5 -4.680 -6.174 1.331  -0.070
C24 -2.277 0.940 0.016  -0.192
H48 1.372 6.364 0.146  0.077
C25 2.717 4.914 -3.312  -0.503
H49 -3.734 -2.995 -0.800  0.075
O6 -2.526 -5.615 -4.037  -0.427
H50 1.260 -6.713 -0.623  -0.007
H51 -0.692 -4.488 0.699  0.097
H52 1.126 -4.240 -2.589  -0.115
H53 1.126 6.164 5.304  0.083
H54 3.383 -5.297 -1.875  -0.146
H55 -5.398 -8.165 3.942  0.078
H56 0.179 -1.934 -2.477  0.064
C26 -3.884 -1.194 0.663  -0.083
H57 4.275 -0.456 2.302  0.042
H58 1.041 8.606 4.719  0.137
H59 0.818 0.737 -3.529  0.095
C27 3.854 5.347 -2.399  -0.067
H60 -0.360 7.281 1.679  0.127
H61 -6.750 -5.960 3.970  0.079
C28 -1.707 0.183 -1.239  -0.074
H62 -4.646 -1.722 1.328  0.077
H63 0.129 5.700 -0.903  0.075
C29 -0.623 6.491 0.969  -0.500
O7 3.028 3.649 -3.890  -0.055

2.
The following is a DFT calculation (wB97M-V/def2-TZVPD) of a cluster of 6 separate species, C29H63F3N8O12PS3 in total.

Results
- Charge: +1
- Highest occupied orbital energy: -10.40 eV
- Kohn-Sham gap: 7.836 eV

Last column: Löwdin charge in e.
Atoms and positions in Å:
H1 -0.125 1.962 -10.314  0.105
H2 -3.028 -0.439 -0.080  0.066
H3 -3.799 -0.597 1.496  0.095
H4 -2.187 1.658 -5.907  0.080
C1 0.168 -2.769 2.573  0.031
H5 2.437 1.050 0.402  0.100
C2 2.788 -0.228 -1.278  -0.474
C3 3.767 -1.662 -4.252  -0.051
H6 -0.802 3.158 1.277  0.055
S1 1.884 1.615 -4.505  0.710
N1 -3.185 4.750 7.523  -0.452
C4 2.323 -2.058 -3.977  -0.209
H7 -1.017 -1.278 -0.278  0.095
H8 -2.562 0.317 3.406  0.164
H9 1.297 3.298 4.560  0.047
O1 0.360 -0.336 -9.261  0.078
C5 1.996 -0.978 1.071  -0.126
H10 0.938 -7.991 -5.460  0.103
C6 -0.852 -2.123 0.388  -0.140
P1 -0.571 2.494 4.038  0.923
H11 0.830 -2.446 3.371  0.078
N2 1.252 -5.933 -5.524  -0.446
O2 -3.664 3.791 6.959  0.047
H12 3.557 0.370 -1.765  0.086
C7 4.366 0.063 3.806  -0.510
H13 -0.996 -3.443 -2.142  -0.160
N3 -0.233 0.584 -8.756  -0.440
H14 2.182 -2.255 -2.919  0.088
H15 0.748 -3.432 1.932  0.098
H16 -0.650 -3.346 2.987  0.103
H17 4.195 -1.109 -3.420  0.055
F1 4.209 -0.380 5.109  0.115
C8 0.335 -7.100 -5.603  0.058
C9 -1.755 0.231 2.675  -0.279
H18 -2.849 2.506 2.819  0.073
H19 -1.482 1.060 0.646  0.122
H20 -0.626 -2.018 -6.700  0.066
O3 1.036 -5.098 -4.675  0.032
C10 0.317 -2.293 -6.245  -0.056
C11 -2.247 0.963 1.417  -0.281
H21 3.267 1.238 2.383  0.116
H22 -3.718 2.539 1.303  0.111
H23 2.590 -1.372 1.887  0.097
H24 2.009 -0.929 -6.374  0.113
O4 -2.618 5.655 6.964  0.071
H25 -2.437 4.697 -0.557  0.076
H26 -0.507 0.065 4.327  0.136
H27 -2.274 4.854 9.394  0.103
C12 0.089 1.948 -9.251  0.062
N4 -1.753 3.716 -5.935  -0.445
O5 2.156 -5.883 -6.318  0.082
H28 1.507 0.463 4.670  0.088
C13 -2.014 2.453 -5.192  0.051
N5 0.270 0.977 8.591  -0.451
C14 0.632 -0.485 1.529  -0.158
C15 3.168 0.899 3.409  -0.031
C16 1.507 0.208 -3.790  -1.093
C17 2.808 0.036 0.227  -0.237
H29 -1.170 3.545 -0.916  0.069
S2 -1.721 -4.541 -1.928  0.728
H30 -2.851 -2.655 -0.203  0.095
H31 -0.022 -2.673 -0.054  0.104
O6 -1.544 -1.161 2.516  -0.049
H32 -2.490 3.013 4.992  0.026
H33 -0.415 -6.991 -4.831  0.092
H34 -0.781 -4.793 0.245  0.062
H35 1.280 -0.400 7.377  0.110
H36 0.269 0.124 0.705  0.109
H37 2.001 -0.904 3.721  0.118
N6 0.758 0.485 2.715  0.005
H38 1.792 -1.834 0.428  0.121
H39 2.066 -2.958 -4.524  0.084
O7 -1.049 0.465 -7.869  0.045
F2 5.536 0.779 3.718  0.132
C18 -2.738 2.386 1.741  -0.193
H40 0.985 1.394 2.302  0.152
C19 -1.744 -4.448 -0.121  -0.561
H41 1.152 2.092 -9.080  0.106
C20 -3.375 0.112 0.788  -0.017
O8 0.801 0.754 9.644  0.099
H42 -4.185 0.749 0.450  0.080
H43 3.834 -1.002 -5.116  0.077
H44 -2.883 2.631 -4.568  0.099
O9 -0.834 1.451 8.442  0.061
N7 -1.767 2.336 5.216  -0.113
H45 3.032 -1.274 -1.455  0.067
H46 -0.506 2.673 -8.710  0.065
O10 -1.763 3.684 -7.143  0.057
H47 -2.810 2.987 -0.712  0.069
C21 1.079 -1.037 -5.817  -0.250
H48 -3.813 3.932 9.346  0.098
C22 -2.077 3.698 -0.333  -0.085
H49 3.215 1.785 4.041  0.132
H50 -1.986 4.412 1.711  0.103
C23 -1.834 3.485 1.167  -0.275
H51 -3.822 5.725 9.250  0.104
O11 0.774 2.624 4.990  -0.285
C24 1.855 0.170 3.687  -0.104
H52 0.891 -2.861 -6.972  0.080
H53 -2.447 -3.173 1.441  0.113
H54 -2.521 -5.153 0.159  0.068
C25 1.043 0.660 7.361  0.037
S3 1.191 0.236 -1.996  0.862
C26 -0.410 -1.606 1.763  -0.430
F3 4.506 -1.063 3.018  0.109
H55 1.950 1.255 7.388  0.109
H56 -1.136 2.256 -4.581  0.069
H57 0.487 -0.156 -6.040  0.063
C27 -0.540 0.711 3.449  -0.280
H58 3.848 0.001 0.552  0.114
H59 0.431 0.929 6.513  0.040
H60 4.358 -2.549 -4.453  0.085
C28 -2.066 -3.059 0.431  -0.242
O12 -1.554 4.703 -5.274  0.075
H61 -0.102 -7.096 -6.596  0.104
C29 -3.287 4.814 9.006  0.058
N8 1.322 -1.030 -4.366  -0.193
H62 0.147 -2.934 -5.386  0.050
H63 -1.404 2.654 6.110  0.031

3.
The following is a DFT calculation (wB97M-V/def2-TZVPD) of a cluster of 3 separate species, C29H63N2O8P in total.

Results
- SMILES: CCOP(=O)(CC[C@](CCCCCCCCCCOC)(OC)[C@H](CC)OC)OCC.CN(C)C=O.CN(C)C=O
- Relative energy (zero: lowest compared OMol25 entry of this formula, charge and spin): 0.0 kJ/mol
- Highest occupied orbital energy: -8.91 eV
- Kohn-Sham gap: 9.620 eV

Last column: Löwdin charge in e.
Atoms and positions in Å:
C1 -2.512 -1.278 3.146  -0.174
H1 -1.357 -2.017 -8.742  0.085
C2 -0.633 0.126 -1.812  -0.084
H2 -1.394 -2.436 -1.221  0.113
H3 -2.169 -0.470 -8.436  0.074
H4 -1.460 1.916 2.773  0.083
H5 1.360 -0.879 7.164  0.115
O1 0.376 -1.559 0.567  -0.149
N1 -2.715 -1.428 -10.216  -0.200
H6 -0.896 -1.623 -11.246  0.089
H7 0.196 -2.301 4.793  0.092
H8 4.196 -0.619 2.831  0.117
C3 1.302 -0.944 6.062  -0.205
H9 -1.265 0.323 -6.527  0.122
C4 -1.358 -1.924 2.330  -0.117
H10 0.681 0.531 1.370  0.126
O2 -0.300 2.958 -0.523  -0.260
C5 -1.176 1.576 1.764  -0.200
H11 -0.271 7.159 0.244  0.079
H12 4.574 -1.958 6.282  0.109
H13 -3.472 -1.753 2.873  0.118
H14 -3.055 -1.977 -8.218  0.099
H15 -4.271 -2.321 -1.581  0.068
C6 0.053 2.370 -5.749  -0.055
H16 -2.212 -2.534 4.874  0.117
C7 -0.011 -1.636 5.652  -0.218
H17 -4.093 -0.800 -11.599  0.130
H18 -0.823 0.128 4.666  0.078
H19 1.744 4.588 2.897  0.109
H20 1.193 -2.910 1.963  0.068
H21 -3.049 -1.786 -2.767  0.069
H22 -2.630 -2.780 -0.019  0.106
O3 4.807 -2.369 3.772  -0.217
H23 3.888 0.628 4.782  0.103
H24 -1.723 6.134 1.919  0.121
O4 0.107 -1.165 -6.344  0.007
C8 1.898 0.707 -5.435  -0.041
C9 -3.861 -0.782 -10.521  -0.361
H25 1.340 0.093 5.684  0.104
H26 0.646 3.030 -6.386  0.088
H27 -0.045 5.720 2.283  0.100
H28 0.418 2.042 4.069  0.049
C10 2.525 -1.743 5.581  -0.208
H29 2.384 1.626 -5.116  0.086
H30 -0.343 -2.292 6.478  0.122
C11 -1.896 -2.062 -11.225  -0.064
H31 -2.355 -1.925 -12.203  0.080
H32 2.453 0.271 -6.267  0.091
H33 5.899 -0.687 3.322  0.121
H34 2.517 3.007 3.042  0.117
C12 -3.395 -1.675 -1.729  -0.084
H35 4.741 -2.626 1.692  0.094
H36 -0.131 1.085 -2.022  0.076
H37 -1.522 -0.229 6.246  0.117
O5 -1.470 0.344 -0.696  -0.175
C13 -2.267 -2.000 -0.707  -0.167
O6 1.128 3.131 1.574  -0.211
C14 -0.790 -1.011 1.224  -0.386
H38 -1.705 -2.875 1.900  0.111
C15 -1.177 -0.698 5.307  -0.203
H39 3.195 -2.926 2.554  0.058
C16 -2.356 -1.457 4.660  -0.200
C17 0.630 3.123 4.068  -0.075
C18 -0.440 6.073 0.172  -0.082
O7 -4.576 -0.231 -9.709  0.012
H40 1.179 3.338 5.002  0.088
H41 -3.724 -0.629 -1.619  0.080
H42 0.486 5.593 -0.182  0.074
C19 3.873 -1.148 6.028  -0.205
H43 -0.075 0.106 2.908  0.094
H44 0.104 -3.642 0.724  0.094
N2 0.534 1.007 -5.833  -0.195
H45 -3.305 -1.173 5.144  0.109
O8 -1.273 4.195 1.568  -0.225
C20 4.540 -0.245 4.974  -0.168
H46 -2.618 -0.212 2.896  0.100
H47 -2.114 1.434 1.209  0.098
C21 -0.290 0.317 1.844  -0.113
H48 -0.555 -2.196 3.043  0.094
C22 1.542 3.503 2.900  -0.250
C23 -0.248 -0.005 -6.259  -0.363
H49 -1.801 -3.132 -11.033  0.089
C24 -2.298 -1.479 -8.825  -0.041
H50 1.907 -0.011 -4.614  0.090
H51 2.434 -2.771 5.969  0.122
H52 5.475 0.155 5.403  0.106
H53 -0.984 2.409 -6.079  0.085
H54 4.555 -4.090 2.698  0.094
H55 0.103 2.737 -4.722  0.089
H56 1.715 -3.037 0.262  0.099
P1 -0.372 2.992 0.963  0.556
H57 3.732 -0.555 6.950  0.110
H58 -1.222 -0.160 -2.705  0.085
C25 -0.853 5.564 1.553  -0.270
C26 0.848 -2.845 0.912  -0.098
H59 -0.308 3.692 4.093  0.077
H60 -2.776 -0.403 0.616  0.149
C27 4.873 -0.958 3.639  -0.226
H61 2.497 -1.820 4.478  0.098
H62 0.135 -0.639 -1.636  0.090
H63 -1.235 5.884 -0.560  0.085
C28 -1.854 -0.755 0.108  -0.290
C29 4.299 -3.024 2.622  -0.103

4.
The following is a DFT calculation (wB97M-V/def2-TZVPD) of a cluster of 9 separate species, C29H63N5O12S in total.

Results
- SMILES: O=S1(=O)OCCO1.CNC(C)=O.CNC(C)=O.CNC(C)=O.CNC(C)=O.CNC(C)=O.C1CCOC1.C1CCOC1.C1CCOC1
- Highest occupied orbital energy: -9.36 eV
- Kohn-Sham gap: 9.485 eV

Last column: Löwdin charge in e.
Atoms and positions in Å:
H1 1.118 -4.450 -14.081  0.115
C1 3.524 -12.164 -12.206  -0.146
H2 8.093 -8.564 -19.673  0.081
H3 -4.315 -10.236 -10.653  0.075
C2 2.691 -10.493 -10.535  -0.208
N1 9.831 -15.311 -16.156  -0.006
H4 -2.382 -4.048 -11.753  0.104
C3 -1.177 -17.478 -12.693  -0.247
H5 12.351 -17.359 -16.565  0.077
C4 9.018 -14.517 -15.282  -0.079
H6 -1.532 -19.362 -10.326  0.110
O1 -3.977 -10.268 -14.635  0.036
H7 -1.101 -15.589 -11.627  0.114
O2 6.711 -9.493 -17.811  0.027
H8 9.142 -7.480 -18.765  0.071
C5 -2.030 -17.208 -10.530  -0.155
C6 4.169 -10.672 -10.402  -0.185
C7 2.320 -11.615 -11.399  -0.196
C8 -1.842 -3.151 -13.572  -0.216
H9 4.720 -9.733 -10.441  0.121
H10 2.494 -9.580 -11.096  0.115
O3 1.487 -13.986 -4.309  -0.216
H11 7.728 -9.519 -14.941  0.086
H12 2.134 -16.496 -2.403  0.133
C9 -3.315 -10.265 -11.086  -0.058
H13 -3.136 -19.015 -10.748  0.107
H14 4.447 -18.609 -16.918  0.073
H15 -2.842 -11.241 -10.981  0.084
H16 2.555 -14.238 -18.515  0.086
H17 0.488 -14.680 -2.640  0.129
H18 0.052 -16.902 -11.178  0.119
O4 -0.638 -3.256 -14.327  -0.155
O5 1.269 -6.994 -1.587  0.014
H19 4.173 -14.089 -19.432  0.085
C10 3.622 -14.453 -18.565  -0.076
C11 0.766 -8.323 -4.042  -0.087
O6 2.515 -16.106 -4.391  -0.215
H20 0.692 -8.174 -5.119  0.081
C12 -0.658 -5.614 -1.750  -0.007
H21 4.440 -11.349 -9.592  0.120
N2 7.734 -7.960 -16.434  -0.003
H22 2.184 -10.499 -9.570  0.118
H23 -1.944 -17.017 -13.315  0.118
H24 7.555 -7.868 -14.352  0.080
C13 11.472 -16.787 -16.860  -0.019
H25 -1.011 -5.943 -0.773  0.091
H26 9.520 -13.841 -14.589  0.087
H27 3.497 -11.930 -13.271  0.114
C14 -2.115 -18.704 -10.970  -0.201
C15 8.129 -7.877 -18.827  -0.016
H28 4.033 -18.621 -18.658  0.059
H29 -5.525 -11.370 -12.142  0.065
H30 8.326 -13.949 -15.903  0.084
H31 2.785 -18.710 -17.430  0.072
H32 -5.945 -11.590 -13.808  0.090
O7 3.777 -14.122 -5.437  -0.251
H33 10.857 -17.515 -17.389  0.079
H34 0.222 -9.255 -3.888  0.080
C16 1.498 -14.468 -2.991  -0.186
H35 -0.155 -5.813 -12.677  0.100
C17 -0.967 -16.660 -11.479  -0.184
H36 0.067 -4.555 -11.483  0.101
C18 -1.816 -4.365 -12.629  -0.157
H37 -1.808 -17.083 -9.471  0.106
C19 7.306 -8.541 -15.172  -0.076
H38 1.479 -11.289 -12.011  0.109
C20 2.498 -15.668 -3.011  -0.138
H39 2.002 -12.454 -10.779  0.108
H40 -0.083 -4.700 -1.602  0.088
O8 11.159 -16.103 -14.531  0.039
H41 -2.700 -3.142 -14.244  0.117
H42 3.486 -15.298 -2.738  0.125
H43 11.956 -16.093 -17.547  0.081
H44 3.805 -13.206 -12.056  0.113
H45 4.024 -13.966 -17.676  0.084
C21 3.574 -16.687 -17.516  -0.530
H46 0.912 -3.044 -12.990  0.111
H47 8.392 -15.097 -14.604  0.086
H48 -1.907 -2.213 -13.020  0.109
C22 7.495 -8.556 -17.622  -0.549
H49 -2.998 -16.730 -10.680  0.104
H50 9.538 -15.388 -17.119  0.140
O9 3.327 -16.223 -16.424  0.038
C23 -5.100 -11.601 -13.119  -0.009
C24 0.280 -6.654 -2.252  -0.547
C25 10.779 -16.103 -15.704  -0.570
H51 1.983 -13.730 -2.353  0.125
N3 0.017 -7.287 -3.423  -0.013
H52 7.541 -6.977 -19.006  0.082
H53 1.795 -8.514 -3.737  0.093
H54 3.896 -16.369 -19.498  0.126
H55 -2.715 -9.490 -10.611  0.081
H56 -0.265 -17.579 -13.281  0.125
O10 -1.592 -18.758 -12.286  -0.116
H57 -2.908 -9.176 -12.964  0.138
C26 0.408 -3.869 -13.493  -0.167
H58 -0.845 -7.073 -3.902  0.133
S1 2.486 -14.821 -5.375  0.741
H59 -2.310 -5.203 -13.120  0.102
H60 -4.746 -12.630 -13.051  0.091
O11 1.740 -15.189 -6.589  -0.249
C27 -0.322 -4.754 -12.482  -0.164
H61 8.399 -7.204 -16.362  0.133
H62 -1.442 -5.341 -2.457  0.074
N4 3.763 -15.895 -18.616  -0.016
H63 6.217 -8.583 -15.140  0.085
O12 4.514 -11.250 -11.687  -0.183
N5 -3.439 -9.908 -12.515  0.011
C28 3.745 -18.255 -17.673  0.000
C29 -4.132 -10.539 -13.461  -0.606